Molecular formula: C14H17N3V
Method: DFT, wB97M-V/def2-TZVPD

Geometry (Å):
C 0.23500 0.94509 2.10074
C -1.06254 1.34807 1.45178
H -0.21043 0.19632 2.77285
H 0.67728 1.75834 2.68921
H 1.15258 0.43659 1.59571
H -1.52914 0.94500 0.43002
H -1.84473 1.06873 2.20596
H -1.10592 2.45235 1.50046
C 2.51094 -2.00453 -0.08457
C 3.36252 -3.03559 -0.48356
C 3.16112 -3.58794 -1.74154
C 2.13646 -3.11392 -2.54687
H 2.54928 -1.51012 0.90493
H 4.15735 -3.42546 0.17220
H 3.79743 -4.41228 -2.11789
H 2.03833 -3.55406 -3.52015
N 1.50368 -1.54940 -0.88394
C 1.25277 -2.09496 -2.12342
C 0.10458 -1.52994 -2.86361
N -0.61879 -0.55049 -2.22466
C -1.69609 0.06583 -2.79950
C -1.41247 -1.25439 -4.76100
C -2.12397 -0.27392 -4.08403
H -2.18279 0.80938 -2.14219
H -3.01068 0.19547 -4.54594
C -0.31421 -1.86421 -4.17185
H 0.21631 -2.60475 -4.74019
H -1.70995 -1.59282 -5.77454
V 0.12401 -0.25490 -0.46879
C 1.09664 1.64431 -0.81734
H 0.47798 2.09717 -1.61565
H 2.08019 1.36576 -1.24423
H 1.22700 2.36882 0.01515
N -1.80082 -2.47667 1.07144
C -1.08790 -1.75904 0.47377

As for the net charge: +2. The value obtained for the HOMO-LUMO gap (spin up / spin down) is 6.7 / 7.8 eV. The value obtained for the energy above the lowest of the compared OMol25 structures with the same formula, charge and spin is 0.0 kcal per mole. As for the multiplicity: 2.

***

Molecular formula: C4H8O2
Method: DFT, wB97M-V/def2-TZVPD

Geometry (Å):
C -0.82724 1.36622 -0.13370
C -0.73301 0.13591 0.80107
C -0.69545 -1.15424 0.01423
O -1.65187 -1.84093 -0.15871
O 0.43500 -1.44661 -0.67357
C 1.63930 -0.72025 -0.43810
H -0.18215 2.17758 0.20708
H -0.53935 1.11535 -1.15774
H -1.85269 1.73487 -0.17045
H 0.13545 0.21594 1.45830
H -1.61653 0.06622 1.43418
H 1.99933 -0.87717 0.58210
H 1.51915 0.34887 -0.62750
H 2.37006 -1.12178 -1.13720

The value obtained for the HOMO-LUMO gap is 11.0 eV. The value obtained for the energy above the lowest of the compared OMol25 structures with the same formula, charge and spin is 18.9 kcal per mole.

***

Molecular formula: C33H27AsN7O4SW
Method: DFT, wB97M-V/def2-TZVPD

Geometry (Å):
W -1.04410 -0.68046 -0.41008
O -2.94670 -3.94740 -2.39153
C -2.58899 -2.94200 -1.65891
O -1.44880 -2.44193 -1.64541
C -3.59932 -2.34013 -0.78478
C -4.92793 -2.72262 -0.67200
C -5.75103 -2.03804 0.21118
C -5.19799 -1.00472 0.96222
C -3.86256 -0.68810 0.79003
N -3.05516 -1.33012 -0.07961
C -3.05828 0.30960 1.51535
O -3.49269 1.13227 2.40661
O -1.83902 0.32530 1.23268
H -2.21823 -4.27515 -2.95058
H -5.30139 -3.54453 -1.26789
H -6.79196 -2.30655 0.31858
H -5.81615 -0.46949 1.67158
H -4.44569 1.08207 2.58501
N -1.05692 -2.00473 2.84348
C -0.12433 -2.63213 2.07983
N 0.46371 -3.69388 2.58022
C 1.40202 -4.27382 1.82046
N 2.00354 -5.35878 2.26403
N 1.80249 -3.79041 0.60654
C 1.13304 -2.76226 0.18169
N 0.11564 -2.13924 0.82900
C 1.46708 -2.23378 -1.16540
C 2.46621 -2.80776 -1.92518
C 2.71516 -2.29997 -3.19413
C 1.95598 -1.23817 -3.65331
C 0.96746 -0.70965 -2.84034
N 0.72578 -1.19265 -1.60913
H -1.10696 -2.37069 3.78587
H -1.07216 -0.99529 2.78885
H 1.75874 -5.74674 3.16155
H 2.72962 -5.78924 1.71419
H 3.02439 -3.63865 -1.52082
H 3.49103 -2.73201 -3.81209
H 2.11085 -0.80856 -4.63296
H 0.35765 0.11686 -3.17063
S -1.98041 0.77275 -1.90937
C -0.86384 2.09196 -2.32480
C -1.16672 2.85312 -3.44987
C -0.32781 3.89872 -3.81604
C 0.80603 4.18376 -3.06966
C 1.11133 3.42651 -1.94217
C 0.26962 2.39005 -1.56385
As 0.62162 1.35120 0.00736
C 2.54447 1.27354 0.18219
C 3.37833 0.52487 -0.64726
C 4.75450 0.59511 -0.50774
C 5.32314 1.42078 0.45362
C 4.50467 2.18569 1.26650
C 3.12331 2.11773 1.13510
C 0.03512 2.37063 1.52018
C -0.66380 3.55712 1.34744
C -1.10332 4.26188 2.46591
C -0.84203 3.78150 3.73792
C -0.13919 2.59128 3.90698
C 0.29777 1.88294 2.80072
H -2.04673 2.62995 -4.03892
H -0.56096 4.49122 -4.68984
H 1.45313 5.00078 -3.35791
H 2.00113 3.65880 -1.36842
H 2.98706 -0.09486 -1.44089
H 5.38648 0.01020 -1.16250
H 6.39809 1.47418 0.55704
H 4.93538 2.84679 2.00610
H 2.52146 2.73715 1.78601
H -0.86338 3.95331 0.35896
H -1.63460 5.19513 2.33807
H -1.16921 4.34087 4.60396
H 0.08423 2.23165 4.90261
H 0.88109 0.97724 2.94841

As for the net charge: +3. The value obtained for the HOMO-LUMO gap (spin up / spin down) is 6.0 / 6.1 eV. The value obtained for the energy above the lowest of the compared OMol25 structures with the same formula, charge and spin is 2.0 kcal per mole.

***

Molecular formula: C45H47KN5Si2
Method: DFT, wB97M-V/def2-TZVPD

Geometry (Å):
K 0.17901 0.57183 0.35892
C -0.88883 -2.11732 2.33015
N -0.57598 -0.71244 2.57605
C 0.37201 -0.55640 3.66798
C 1.82114 -0.53378 3.23984
C 2.82805 -0.93179 4.11270
C 4.14991 -0.74453 3.74214
C 4.42546 -0.19553 2.49875
C 3.35560 0.11797 1.67648
N 2.08804 -0.02223 2.04446
C -1.76003 0.09919 2.82323
C -2.80335 0.15128 1.72961
C -3.98759 0.84682 1.96739
C -4.92811 0.92932 0.96041
C -4.66659 0.31909 -0.25976
C -3.46109 -0.33938 -0.41236
N -2.55521 -0.42836 0.56233
C 0.31773 -2.96360 2.01284
C 0.54795 -4.16064 2.68336
C 1.63970 -4.93619 2.32347
C 2.46973 -4.49233 1.30720
C 2.15644 -3.28934 0.69053
N 1.11196 -2.54655 1.02837
H -1.54225 -2.15552 1.45981
H -1.42527 -2.55542 3.19108
H 0.22948 -1.32462 4.44485
H 0.19479 0.41126 4.14770
H 2.57940 -1.37302 5.07016
H 4.95366 -1.02093 4.41279
H 5.44201 -0.02140 2.17326
H 3.51522 0.51761 0.68005
H -1.42420 1.13307 2.96648
H -2.26773 -0.21389 3.75483
H -4.16544 1.32505 2.92312
H -5.84562 1.48273 1.11371
H -5.37024 0.37533 -1.07915
H -3.19436 -0.82329 -1.34630
H -0.11774 -4.48831 3.47269
H 1.83282 -5.87576 2.82654
H 3.32893 -5.06934 0.99389
H 2.75663 -2.91266 -0.13160
C 2.51513 1.44717 -5.84507
C 1.99823 2.04258 -4.70368
C 1.33783 1.27047 -3.75629
C 1.15199 -0.10499 -3.91803
C 1.66298 -0.67394 -5.08891
C 2.34211 0.08243 -6.03490
Si 0.17021 -1.07023 -2.55412
C 0.91812 -2.83439 -2.56161
C 2.24076 -3.11226 -2.92713
C 2.80563 -4.36995 -2.75691
C 2.06278 -5.40082 -2.19810
C 0.75787 -5.14661 -1.79315
C 0.20844 -3.88543 -1.96359
C -1.45605 -1.26638 -3.59208
C -2.26156 -0.13257 -3.76004
C -3.46679 -0.17491 -4.44420
C -3.92190 -1.37292 -4.98093
C -3.14001 -2.51055 -4.84397
C -1.92624 -2.45143 -4.16829
H 3.04700 2.03947 -6.58068
H 2.11644 3.10888 -4.54564
H 0.95345 1.75200 -2.86086
H 1.51221 -1.73241 -5.27614
H 2.73197 -0.39200 -6.92952
H 2.84846 -2.31839 -3.34973
H 3.83155 -4.54942 -3.06166
H 2.49636 -6.38622 -2.07207
H 0.17288 -5.93627 -1.33359
H -0.79923 -3.69726 -1.60287
H -1.93061 0.81250 -3.33473
H -4.05839 0.72766 -4.55629
H -4.87068 -1.41785 -5.50312
H -3.47410 -3.45023 -5.27153
H -1.32664 -3.35128 -4.10278
C 1.11281 5.79658 2.09531
Si 1.11401 3.89195 1.95514
C 1.41596 3.29969 3.74430
C 2.72137 3.48861 1.01159
N -0.16533 3.11427 1.19264
C -1.37386 3.59981 0.82000
C -1.99751 4.74915 1.37633
C -3.22805 5.19673 0.93229
C -3.91659 4.53315 -0.07927
C -3.33601 3.39672 -0.63401
C -2.10862 2.93966 -0.19675
H 2.12265 6.19923 2.20816
H 0.52144 6.14312 2.94729
H 0.67734 6.23253 1.19111
H 2.30753 3.76704 4.17428
H 1.56874 2.21653 3.77589
H 0.56844 3.54220 4.39295
H 3.53364 3.22037 1.69446
H 3.04963 4.34441 0.41643
H 2.56733 2.65546 0.32228
H -1.48641 5.27594 2.17313
H -3.66410 6.08353 1.38224
H -4.87276 4.90101 -0.43170
H -3.85153 2.86004 -1.42281
H -1.66190 2.05690 -0.64431

As for the net charge: -1. The value obtained for the HOMO-LUMO gap is 5.3 eV. The value obtained for the energy above the lowest of the compared OMol25 structures with the same formula, charge and spin is 0.0 kcal per mole.

***

Molecular formula: C8H18F6KN4O12S6
Method: DFT, wB97M-V/def2-TZVPD

Geometry (Å):
K -1.79325 -1.54198 0.26253
C 3.52340 1.95548 2.84856
C 3.20302 1.23580 1.54139
C 1.81925 1.51493 0.96837
N 1.69099 1.05772 -0.48096
C 2.15271 -0.37924 -0.66485
C 0.28645 1.24159 -0.99844
C 0.32718 1.95185 -2.33171
C 1.53464 2.84007 -2.15424
C 2.55440 1.94249 -1.40955
H 4.55269 1.75858 3.13954
H 2.87921 1.60936 3.65898
H 3.34150 3.02348 2.71917
H 3.34740 0.15974 1.64858
H 4.02352 1.55168 0.88738
H 1.55694 2.56839 0.86208
H 1.00856 0.96296 1.44147
H 1.57032 -0.97041 0.03837
H 3.23107 -0.44181 -0.60086
H 1.82135 -0.61222 -1.67599
H -0.27734 0.31389 -0.99898
H -0.21792 1.83106 -0.22832
H 0.49023 1.29044 -3.18625
H -0.63861 2.39036 -2.58037
H 1.94200 3.15116 -3.11469
H 1.30980 3.68901 -1.50662
H 3.07634 1.26666 -2.07950
H 3.21229 2.65922 -0.92686
N -0.44440 -0.38973 2.45493
S 0.43656 -1.37350 3.44498
O -0.31027 -2.27869 4.26424
O 1.67716 -0.88890 4.02240
F 0.91743 -2.32738 2.25842
S -0.94380 0.60103 3.54935
O -0.08954 1.71212 3.89790
O -1.79425 0.07198 4.57730
F -2.04926 1.26296 2.53921
N -0.42528 -1.97157 -2.01626
S 0.48522 -3.33540 -2.04141
O 1.88690 -3.16394 -2.24990
O -0.13422 -4.52376 -2.55745
F 0.43820 -3.43053 -0.45567
S -0.76636 -1.89799 -3.52635
O -1.87980 -2.62789 -4.06203
O 0.38348 -1.76665 -4.40007
F -1.35871 -0.38245 -3.56115
N -4.33444 -0.91113 -0.27719
S -5.08028 -2.02619 -1.03749
O -6.40683 -1.66341 -1.48861
O -4.76234 -3.36636 -0.60427
F -4.20478 -1.92328 -2.40991
S -5.58184 -0.55150 0.77815
O -6.08524 -1.62310 1.58946
O -6.48847 0.51401 0.43710
F -4.61300 0.24101 1.79611

As for the net charge: -1. The value obtained for the HOMO-LUMO gap is 9.0 eV.

***

Molecular formula: C2H6O2P
Method: DFT, wB97M-V/def2-TZVPD

Geometry (Å):
C -1.37398 0.46765 1.16752
C -0.22400 -0.88585 -1.13865
O 2.36904 -0.10412 0.27907
O -0.07300 1.95015 -0.83229
P -0.39408 0.66083 -0.13658
H -1.28899 1.38639 1.77325
H -1.70413 -0.50058 1.61479
H 0.30012 -0.65827 -2.18524
H 0.62456 -1.19811 -0.43876
H -1.09363 -1.52637 -1.10334
H 2.85810 0.40827 1.00022

As for the net charge: -1. The value obtained for the HOMO-LUMO gap is 7.4 eV. The value obtained for the energy above the lowest of the compared OMol25 structures with the same formula, charge and spin is 82.5 kcal per mole.